one | 16
Properties=species:S:1:pos:R:3 method="wB97M-V/def2-TZVPD" multiplicity=1 gap_ev="8.60 / 7.86" lumo_energy_ev="0.203 / 0.320" charge=0
N 0.778 -0.547 -0.194
C -1.013 0.443 -1.167
C -1.198 -1.040 0.486
C 2.137 -0.239 0.205
C -0.187 0.016 0.788
C -1.662 -0.741 -0.777
C -0.642 1.258 0.058
H 0.173 0.092 1.821
H 0.192 1.947 -0.104
H -1.352 -1.945 1.062
H -2.216 -1.399 -1.436
H 2.411 -0.788 1.121
H 2.298 0.836 0.420
H 2.830 -0.549 -0.585
H -1.051 0.847 -2.175
H -1.499 1.809 0.477

***

two | 16
Properties=species:S:1:pos:R:3 method="wB97M-V/def2-TZVPD" multiplicity=1 gap_ev=8.93 lumo_energy_ev=1.033 smiles=Cc1c[nH]c(C)c1 charge=0
N 0.779 -0.829 0.834
C -1.143 -0.217 -0.150
C 2.237 1.170 0.577
C -0.098 0.740 -0.474
C -0.516 -1.211 0.568
C -2.305 -0.542 -1.046
C 0.988 0.413 0.285
H 3.133 0.593 0.298
H 2.315 2.091 0.007
H 1.333 -1.171 1.578
H -2.000 -0.993 -1.995
H -0.964 -2.137 0.889
H -0.276 1.684 -0.965
H -3.007 -1.247 -0.602
H 2.375 1.342 1.644
H -2.851 0.314 -1.450

***

three | 16
Properties=species:S:1:pos:R:3 method="wB97M-V/def2-TZVPD" multiplicity=1 gap_ev=10.39 lumo_energy_ev=1.016 charge=0
N -0.552 1.874 0.304
C -2.531 -0.026 -0.162
C -2.020 -0.804 0.709
C 1.362 0.484 -0.414
C -1.066 -0.322 -0.345
C 1.926 -0.646 0.367
C -0.072 0.773 -0.097
H 1.813 1.458 -0.506
H 2.860 -1.115 0.129
H -1.951 -1.499 1.499
H 0.178 2.579 0.292
H -3.493 0.362 -0.760
H 1.695 -0.544 1.474
H -0.737 -1.071 -1.208
H 1.203 0.091 -1.530
H 1.387 -1.593 0.246

***

four | 16
Properties=species:S:1:pos:R:3 method="wB97M-V/def2-TZVPD" multiplicity=1 gap_ev=9.70 lumo_energy_ev=0.787 smiles=C[C@@H]1[C@H](C)[C@@H]1C#N charge=0
N 1.352 -1.796 1.711
C 0.887 -1.336 0.756
C -0.963 -0.149 -0.500
C 1.441 0.668 0.037
C 0.031 -1.267 -0.395
C -1.542 0.621 0.658
C 0.425 0.091 -0.983
H 0.792 1.508 -0.697
H -2.032 1.527 0.284
H 0.648 0.155 -2.056
H 2.517 0.452 -0.096
H -2.279 0.029 1.204
H -1.697 -0.365 -1.280
H -0.052 -2.134 -1.030
H 1.242 1.072 1.018
H -0.769 0.924 1.368

***

It turns out two is the most stable, with the second structure 0.1342 hartree higher.

***

one | 16
Properties=species:S:1:pos:R:3 method="wB97M-V/def2-TZVPD" multiplicity=1 gap_ev=9.13 lumo_energy_ev=1.049 charge=0
N -0.888 -0.582 -1.064
C -1.303 0.563 -0.163
C -1.097 -0.431 0.872
C 2.289 -0.151 -0.025
C -0.076 -1.096 -0.031
C -0.002 1.399 -0.039
C 0.980 0.096 -0.143
H -1.866 -1.044 1.354
H 0.238 -2.170 0.122
H -2.355 0.998 -0.367
H 2.980 -1.132 -0.017
H -0.234 0.122 1.703
H -0.137 1.888 -1.107
H 3.063 0.564 -0.473
H -1.702 -0.975 -1.423
H 0.109 1.951 0.801

***

two | 16
Properties=species:S:1:pos:R:3 method="wB97M-V/def2-TZVPD" multiplicity=1 gap_ev=10.10 lumo_energy_ev=1.139 smiles=C1[C@H]2[C@H]3C[C@H](C3)N12 charge=0
N 1.026 0.019 -1.026
C -1.007 -1.296 -0.181
C 1.054 -0.416 0.362
C -0.393 -0.370 0.856
C -0.456 0.141 -1.137
C -0.998 0.823 0.115
C 1.737 0.836 0.067
H -0.802 0.514 -2.123
H -0.463 -0.488 1.936
H 1.323 1.801 0.337
H -2.095 -1.316 -0.276
H -2.091 0.780 0.107
H 1.635 -1.326 0.471
H 2.831 0.806 0.159
H -0.679 1.832 0.373
H -0.670 -2.355 -0.044

***

It turns out two is the most stable, with the second structure 0.0743 hartree higher.

***

one | 16
Properties=species:S:1:pos:R:3 method="wB97M-V/def2-TZVPD" multiplicity=1 gap_ev=8.17 lumo_energy_ev=1.026 smiles="CC1=C[C@]2(C)N[C@H]12" charge=0
N -0.964 0.681 -1.361
C -0.635 -0.387 0.824
C 0.137 -1.112 -0.004
C 0.654 -2.517 0.044
C -0.241 2.193 0.550
C 0.325 -0.076 -1.097
C -0.626 0.871 -0.017
H 0.741 -2.941 -0.959
H 1.649 -2.525 0.503
H 1.277 0.451 -1.147
H -1.036 2.545 1.217
H -0.091 2.950 -0.225
H -1.100 -0.600 1.781
H 0.674 2.112 1.144
H -0.790 1.505 -1.933
H 0.027 -3.149 0.679

***

two | 16
Properties=species:S:1:pos:R:3 method="wB97M-V/def2-TZVPD" multiplicity=1 gap_ev=9.55 lumo_energy_ev=1.012 charge=0
N -0.124 0.097 -0.850
C -0.920 -0.591 0.145
C -0.291 -0.453 1.389
C 2.095 1.215 -0.927
C 0.865 0.296 1.181
C 0.958 0.575 -0.184
C -2.356 -0.914 -0.166
H 2.906 0.502 -1.116
H -0.156 -1.145 -0.746
H -0.660 -0.841 2.332
H -2.985 -0.034 0.006
H -2.725 -1.723 0.471
H 1.757 1.594 -1.895
H 1.594 0.582 1.933
H 2.523 2.050 -0.363
H -2.482 -1.209 -1.211

***

It turns out two is the most stable, with the second structure 0.0756 hartree higher.